{"formula": "C4H16NO2", "method": "wB97M-V/def2-TZVPD", "species": ["C", "O", "H", "C", "H", "H", "H", "H", "O", "H", "H", "H", "N", "H", "H", "H", "H", "H", "C", "H", "H", "C", "H"], "xyz": [[0.753, -0.585, -0.753], [2.331, 2.037, 0.422], [2.753, 2.278, 1.259], [-0.478, 0.045, -1.372], [-1.433, 2.023, -1.489], [-1.398, -0.275, -0.880], [-1.030, 1.534, 0.941], [0.538, 1.449, 0.617], [-1.277, -4.405, 4.395], [-1.529, -5.112, 3.788], [-0.280, 2.886, 0.497], [0.632, -0.521, 0.328], [-0.339, 1.893, 0.281], [-1.643, 0.018, -3.163], [1.584, -0.067, -1.229], [-0.557, -1.326, -3.041], [0.082, 0.259, -3.477], [0.327, 2.025, -1.660], [-0.629, -0.253, -2.864], [0.904, -1.625, -0.987], [2.730, 1.165, 0.275], [-0.529, 1.563, -1.168], [-2.061, -3.849, 4.473]], "spin_multiplicity": 1, "fmax_ev_per_a": 1.47, "e_above_lowest_kcal_mol": 24.0, "total_charge": 1, "gap_ha": 0.3753, "energy_ev": -9986.339, "homo_energy_ev": -13.52}

---

{"formula": "C16H17NO3", "method": "wB97M-V/def2-TZVPD", "species": ["H", "C", "H", "H", "C", "C", "H", "H", "H", "C", "C", "O", "C", "N", "C", "C", "C", "H", "H", "H", "H", "C", "H", "C", "H", "C", "C", "O", "O", "H", "H", "C", "C", "H", "H", "C", "H"], "xyz": [[1.887, 2.445, -1.142], [4.735, -0.268, 1.580], [-4.967, 1.553, -0.112], [2.403, -3.220, -0.201], [-2.900, -1.083, 0.425], [-1.695, -0.469, 0.165], [-2.805, 2.628, -0.544], [-6.668, -0.038, -0.486], [-7.216, -1.170, 0.774], [-1.652, 0.875, -0.204], [-0.383, 1.609, -0.480], [-5.229, -1.080, 0.588], [4.508, 1.094, 1.551], [0.606, 0.852, -1.005], [-6.469, -0.420, 0.520], [3.153, -0.589, -0.200], [2.926, 0.795, -0.243], [2.248, 1.090, -2.252], [-6.525, 0.404, 1.239], [0.482, -0.139, -1.132], [3.416, 2.679, 0.613], [-4.099, -0.373, 0.320], [-0.783, -1.038, 0.283], [-4.061, 0.972, -0.033], [2.019, -3.105, -1.936], [4.061, -1.111, 0.710], [-2.846, 1.582, -0.282], [2.430, -1.342, -1.089], [-0.268, 2.806, -0.285], [4.252, -2.172, 0.755], [5.438, -0.689, 2.283], [2.665, -2.728, -1.144], [3.603, 1.616, 0.641], [5.030, 1.748, 2.232], [3.707, -2.950, -1.393], [1.940, 1.358, -1.235], [-2.946, -2.120, 0.719]], "spin_multiplicity": 1, "fmax_ev_per_a": 0.45, "e_above_lowest_kcal_mol": 11.2, "gap_ha": 0.3383, "energy_ev": -24500.469, "homo_energy_ev": -8.55, "smiles": "COc1ccc(C(=O)NCc2ccccc2OC)cc1"}

---

{"formula": "C3H10N4", "method": "wB97M-V/def2-TZVPD", "species": ["H", "H", "H", "N", "H", "N", "N", "H", "H", "C", "C", "H", "H", "H", "C", "H", "N"], "xyz": [[1.714, 1.507, 0.717], [-2.068, -2.132, 0.265], [-0.698, 1.159, -0.612], [-1.812, 1.068, -0.487], [-2.248, 1.862, 0.238], [0.609, -0.011, -0.014], [-0.084, -1.308, 0.184], [1.324, -0.438, -1.986], [2.375, -1.134, -0.686], [-1.343, -1.206, 0.264], [1.640, -0.242, -0.975], [1.990, -0.207, 1.551], [2.290, 0.589, -1.242], [-3.051, -0.534, -0.483], [1.143, 0.503, 1.103], [0.490, 0.664, 2.099], [-2.270, -0.139, 0.063]], "spin_multiplicity": 1, "fmax_ev_per_a": 7.22, "e_above_lowest_kcal_mol": 107.6, "gap_ha": 0.3428, "energy_ev": -9228.918, "homo_energy_ev": -8.37, "smiles": "CN(C)/N=C\\NN"}